{"formula": "C3H8BBr2Na5O3", "method": "ωB97M-V/def2-TZVPD", "e_tot_ev": -172217.4408, "gap_ev": 6.2982, "charge": 2, "symbols": ["Na", "Na", "Na", "Na", "Na", "C", "O", "O", "O", "B", "H", "H", "H", "H", "Br", "C", "C", "Br", "H", "H", "H", "H"], "coordinates": [[2.267240, -2.052981, 0.377480], [-0.141863, 1.678614, 3.205620], [-2.667141, -0.555192, 1.877800], [0.413924, 2.285438, -0.458487], [0.208900, -2.770528, 3.307353], [0.023431, -0.276108, 0.806016], [-0.818639, 0.645548, 1.180820], [1.006814, 0.085736, 0.099082], [-0.029539, -1.503845, 1.277702], [1.410043, 3.396398, 1.842961], [1.820391, 3.227265, 2.977380], [1.812292, 2.570601, 1.075514], [0.200762, 3.343441, 1.885881], [1.648917, 4.501582, 1.441305], [1.157020, -2.924415, -2.757115], [-0.445194, -2.052201, -2.055141], [-1.383141, -1.668969, -3.163012], [-2.647597, -0.362844, -2.442782], [-0.127069, -1.173129, -1.506639], [-0.882053, -2.775005, -1.371967], [-1.956402, -2.465427, -3.626411], [-0.871098, -1.153978, -3.973359]], "forces_ev_per_angstrom": [[-0.4, 0.6, -0.7], [0.6, 0.9, -0.6], [0.2, 0.2, -0.7], [0.1, 0.1, 0.4], [-0.1, 0.1, -0.5], [1.4, 1.4, 0.7], [-0.9, -1.3, 0.6], [-0.2, -1.1, -0.4], [-0.4, -0.4, 0.9], [-0.2, 0.4, 0.2], [0.2, -0.2, 0.1], [0.4, -0.6, -0.1], [-0.9, -0.1, -0.1], [0.2, 0.1, 0.1], [0.1, 0.1, 0.3], [-0.1, -0.3, 0.1], [0.0, 0.4, -0.6], [-0.1, -0.1, 0.1], [0.2, -0.1, -0.1], [-0.1, 0.1, 0.0], [0.0, -0.2, 0.3], [0.1, 0.1, 0.2]]}